Record 1
This record from the Open Molecules 2025 dataset describes an isolated molecule of C4H5IS in a non-equilibrium geometry. The level of theory is ωB97M-V with the def2-TZVPD basis set.

```
! wB97M-V def2-TZVPD RIJCOSX def2/J DEFGRID3
* xyz 0 1
C 0.49 0.78 -1.60
C 0.77 0.20 -0.43
C -0.33 0.28 0.64
I 0.45 1.12 2.57
C -0.68 -1.21 0.95
S -2.16 -1.85 0.80
H 1.15 0.75 -2.37
H -0.29 1.30 -1.94
H 1.77 -0.28 -0.41
H -1.29 0.87 0.55
H 0.12 -1.98 1.25
*
```

HOMO ... -8.9208 eV
Max |F| ... 4.125 eV/A
ΔE to the lowest compared entry with this formula, charge and spin ... 56.96 kJ/mol
Orbital gap ... 0.29642 Eh

Record 2
This record from the Open Molecules 2025 dataset describes a structure of composition C27H33ClN2O9OsP2S. The level of theory is ωB97M-V with the def2-TZVPD basis set.

```
! wB97M-V def2-TZVPD RIJCOSX def2/J DEFGRID3
* xyz 0 5
Os 0.49 0.24 1.24
O 1.70 3.75 3.50
P 2.54 2.47 3.04
O 3.98 2.64 3.20
O 2.00 1.97 1.69
O 2.04 1.30 4.12
P 0.50 0.91 4.26
O 0.39 0.16 5.66
O -0.35 2.12 4.19
O 0.25 -0.22 3.22
H 0.78 3.47 3.71
H 0.30 0.81 6.37
Cl 6.02 -0.81 2.71
C 4.58 -1.47 2.04
C 4.48 -2.81 1.76
C 3.31 -3.28 1.19
C 2.28 -2.39 0.95
N 2.36 -1.09 1.25
C 3.51 -0.63 1.77
H 5.31 -3.48 1.98
H 3.19 -4.32 0.93
H 1.36 -2.72 0.49
H 3.60 0.43 1.95
O -4.25 -7.38 -2.12
C -4.66 -6.13 -1.84
O -5.73 -5.75 -2.22
C -3.72 -5.25 -1.06
C -2.68 -5.75 -0.28
C -1.88 -4.89 0.45
C -2.10 -3.50 0.41
S -1.15 -2.42 1.34
C -3.15 -3.01 -0.40
C -3.96 -3.88 -1.10
H -3.34 -7.51 -1.82
H -2.49 -6.81 -0.21
H -1.09 -5.27 1.08
H -3.31 -1.94 -0.46
H -4.78 -3.51 -1.70
C -1.55 2.45 -1.74
N -0.38 3.32 -1.38
C -0.56 4.68 -1.95
C -0.06 3.38 0.14
C -1.19 2.84 0.95
C -2.23 3.69 1.30
C -3.35 3.19 1.96
C -3.41 1.84 2.24
C -2.36 1.00 1.90
C -1.19 1.47 1.27
H -1.64 2.46 -2.82
H -2.44 2.87 -1.27
H -1.38 1.45 -1.38
H 0.44 2.89 -1.80
H -1.40 5.15 -1.44
H -0.77 4.60 -3.01
H 0.34 5.26 -1.79
H 0.17 4.43 0.35
H 0.84 2.80 0.30
H -2.16 4.75 1.08
H -4.16 3.86 2.25
H -4.28 1.42 2.75
H -2.42 -0.04 2.17
C 2.96 1.47 -3.34
C 1.83 0.43 -3.23
C 0.76 0.73 -4.29
C 2.40 -0.98 -3.47
C 1.25 0.48 -1.88
C 0.80 0.40 -0.74
H 3.37 1.46 -4.35
H 3.76 1.24 -2.63
H 2.59 2.48 -3.12
H 1.15 0.53 -5.29
H 0.46 1.78 -4.26
H -0.13 0.11 -4.14
H 2.85 -1.04 -4.47
H 1.61 -1.73 -3.39
H 3.17 -1.20 -2.73
*
```

HOMO (spin up / spin down) ... -7.5801 / -7.8085 eV
Max |F| ... 0.549 eV/A
ΔE to the lowest compared entry with this formula, charge and spin ... 95.41 kJ/mol
Orbital gap (spin up / spin down) ... 0.27578 / 0.18545 Eh

Record 3
This record from the Open Molecules 2025 dataset describes a structure of composition C35H30N6O2RuS. The level of theory is ωB97M-V with the def2-TZVPD basis set.

```
! wB97M-V def2-TZVPD RIJCOSX def2/J DEFGRID3
* xyz 1 6
Ru -0.17 0.09 -1.44
O -4.11 2.23 -1.62
S -2.75 2.29 -1.18
O -1.82 3.11 -1.88
N -2.11 0.68 -1.26
C -3.00 -0.36 -1.19
C -4.27 -0.32 -0.62
C -5.10 -1.44 -0.64
C -4.70 -2.61 -1.23
C -3.41 -2.71 -1.80
C -2.92 -3.89 -2.41
C -1.65 -3.92 -2.92
C -0.85 -2.77 -2.80
N -1.28 -1.66 -2.25
C -2.55 -1.60 -1.76
C -2.70 2.66 0.54
C -2.14 1.83 1.49
C -2.13 2.24 2.82
C -2.67 3.47 3.17
C -3.23 4.29 2.21
C -3.24 3.90 0.88
H -4.63 0.59 -0.16
H -6.08 -1.37 -0.19
H -5.36 -3.47 -1.27
H -3.57 -4.76 -2.48
H -1.25 -4.80 -3.40
H 0.18 -2.78 -3.14
H -1.72 0.87 1.23
H -1.69 1.61 3.58
H -2.65 3.78 4.21
H -3.65 5.25 2.48
H -3.68 4.53 0.12
C 1.68 4.15 -2.89
C 1.11 3.28 -3.81
C 0.59 2.07 -3.39
C 0.64 1.76 -2.03
C 1.25 2.60 -1.10
C 1.76 3.82 -1.54
H 2.08 5.09 -3.23
H 1.06 3.55 -4.85
H 0.13 1.39 -4.10
H 1.33 2.32 -0.05
H 2.22 4.50 -0.84
C 3.48 -1.84 -2.68
C 2.18 -1.35 -2.69
N 1.68 -0.79 -1.53
C 2.44 -0.70 -0.45
C 3.74 -1.21 -0.34
C 4.26 -1.80 -1.55
C 4.52 -1.18 0.85
C 4.36 -0.76 2.15
C 3.32 -0.10 2.89
C 3.49 0.11 4.28
C 2.48 0.71 4.97
N 1.33 1.13 4.39
C 1.27 0.92 3.09
N 2.17 0.34 2.31
H 3.89 -2.25 -3.59
H 1.58 -1.25 -3.58
H 2.01 -0.20 0.41
H 5.27 -2.18 -1.56
H 5.50 -1.62 0.69
H 5.23 -0.96 2.78
H 4.39 -0.21 4.78
H 2.56 0.88 6.04
H 0.38 1.27 2.58
C 1.53 -3.35 2.06
C 0.03 -3.11 1.94
C -0.28 -1.88 1.21
N -0.52 -0.92 0.64
H 1.69 -4.24 2.66
H 2.02 -2.51 2.55
H 1.99 -3.48 1.09
H -0.46 -3.02 2.92
H -0.47 -3.92 1.41
*
```

HOMO (spin up / spin down) ... -7.2460 / -10.0047 eV
Max |F| ... 0.558 eV/A
ΔE to the lowest compared entry with this formula, charge and spin ... 174.52 kJ/mol
Orbital gap (spin up / spin down) ... 0.13018 / 0.15596 Eh

Record 4
This record from the Open Molecules 2025 dataset describes a structure of composition CH2Br2O4S2 in a non-equilibrium geometry. The level of theory is ωB97M-V with the def2-TZVPD basis set.

```
! wB97M-V def2-TZVPD RIJCOSX def2/J DEFGRID3
* xyz 0 1
C 0.49 -0.28 0.35
O 0.07 1.94 -1.15
O 0.47 -0.23 -2.22
O -1.73 0.98 1.39
O -1.88 -0.66 -0.46
S 0.71 0.69 -1.13
S -1.28 -0.16 0.70
Br 2.88 0.91 -0.96
Br -1.36 -1.74 2.17
H 1.03 -0.14 1.21
H 0.60 -1.30 0.10
*
```

HOMO ... -11.5126 eV
Max |F| ... 3.556 eV/A
ΔE to the lowest compared entry with this formula, charge and spin ... 0.00 kJ/mol
Orbital gap ... 0.38909 Eh

Record 5
This record from the Open Molecules 2025 dataset describes a cluster of 13 separate species, C4H38N3O14 in total in a non-equilibrium geometry. The level of theory is ωB97M-V with the def2-TZVPD basis set.

```
! wB97M-V def2-TZVPD RIJCOSX def2/J DEFGRID3
* xyz 1 1
N -0.18 -2.73 -1.85
C 0.97 -3.00 -0.93
C 1.23 -1.69 -0.11
N 1.17 -1.93 1.33
C 1.81 -0.86 2.08
C 0.74 0.24 2.44
N 0.53 1.33 1.44
O 0.51 -0.65 -0.55
H -0.05 -1.98 -2.53
H -0.94 -2.46 -1.23
H -0.40 -3.61 -2.32
H 1.90 -3.30 -1.40
H 0.75 -3.82 -0.25
H 0.25 -2.13 1.70
H 2.59 -0.35 1.53
H 2.24 -1.30 2.96
H -0.23 -0.20 2.54
H 1.02 0.66 3.40
H -0.42 1.43 1.07
H 0.72 2.21 1.91
H -2.83 -1.45 -3.56
H -2.07 -0.46 -2.67
O -2.31 -1.39 -2.76
H -0.40 -0.19 -4.60
H 0.69 -0.46 -3.51
O 0.09 -0.87 -4.14
H 3.12 1.56 3.00
H 1.17 1.22 0.65
O 3.46 1.69 2.11
H -4.15 1.71 0.57
H -3.12 1.57 -0.63
O -3.67 2.18 -0.12
H -3.92 -1.16 1.21
H -4.96 -0.10 0.89
O -4.06 -0.20 1.21
H -1.98 -0.03 4.47
H -2.41 1.13 3.69
O -1.59 0.71 3.99
H -1.04 -0.26 -0.36
H -2.36 -0.81 -0.20
O -1.99 0.03 -0.48
H 2.48 1.14 -2.31
H 3.10 2.41 -2.82
O 2.29 1.89 -2.88
H 3.67 2.63 1.99
H 2.79 -0.49 -0.44
O 2.62 -1.44 -0.46
H 0.93 3.85 -0.76
H 1.08 2.68 -1.77
O 0.78 2.91 -0.87
H -2.49 2.77 1.44
H -1.43 3.13 0.50
O -1.55 3.01 1.45
H 4.65 0.98 -1.06
H 4.53 1.13 0.37
O 4.11 1.48 -0.43
H -2.78 -3.46 0.43
H -3.42 -2.44 -0.63
O -3.05 -2.56 0.25
*
```

HOMO ... -11.1473 eV
Max |F| ... 2.210 eV/A
ΔE to the lowest compared entry with this formula, charge and spin ... 340.65 kJ/mol
Orbital gap ... 0.31303 Eh

Record 6
This record from the Open Molecules 2025 dataset describes a structure of composition C12H33ClFN3O3Pd in a non-equilibrium geometry. The level of theory is ωB97M-V with the def2-TZVPD basis set.

```
! wB97M-V def2-TZVPD RIJCOSX def2/J DEFGRID3
* xyz 0 3
Pd -15.59 -1.03 -16.17
Cl -17.40 0.74 -16.26
F -13.78 -2.24 -15.68
C -17.92 -4.83 -16.13
C -17.94 -3.30 -16.31
C -19.14 -2.62 -15.65
O -19.43 -3.13 -14.35
C -20.37 -2.46 -13.65
N -16.72 -2.90 -15.57
H -18.85 -5.13 -16.61
H -17.96 -5.19 -15.10
H -17.19 -5.38 -16.72
H -17.78 -3.07 -17.36
H -20.02 -2.78 -16.28
H -18.98 -1.54 -15.72
H -20.75 -3.10 -12.85
H -21.22 -2.20 -14.28
H -20.04 -1.55 -13.13
H -16.93 -3.17 -14.62
H -16.04 -3.59 -15.84
C -14.37 -1.30 -20.28
C -14.42 -1.19 -18.80
C -13.95 0.16 -18.39
O -14.13 0.35 -16.95
C -13.42 1.46 -16.40
N -15.89 -1.29 -18.42
H -14.69 -2.25 -20.71
H -13.35 -1.07 -20.59
H -14.98 -0.52 -20.74
H -13.82 -1.87 -18.20
H -14.42 0.97 -18.96
H -12.89 0.37 -18.50
H -12.36 1.26 -16.60
H -13.54 1.67 -15.34
H -13.77 2.38 -16.86
H -16.27 -2.15 -18.79
H -16.43 -0.61 -18.92
C -15.67 -2.25 -12.40
C -16.20 -0.89 -12.88
C -16.39 0.13 -11.71
O -16.80 1.40 -12.17
C -17.03 2.32 -11.12
N -15.25 -0.36 -13.85
H -14.70 -2.21 -11.90
H -15.50 -3.00 -13.18
H -16.40 -2.76 -11.77
H -17.15 -1.14 -13.36
H -15.46 0.19 -11.15
H -17.13 -0.32 -11.05
H -16.19 2.37 -10.43
H -17.90 2.02 -10.53
H -17.25 3.28 -11.58
H -15.36 0.64 -13.76
H -14.34 -0.61 -13.49
*
```

HOMO (spin up / spin down) ... -7.4976 / -8.2570 eV
Max |F| ... 2.746 eV/A
ΔE to the lowest compared entry with this formula, charge and spin ... 94.52 kJ/mol
Orbital gap (spin up / spin down) ... 0.29747 / 0.32289 Eh

Record 7
This record from the Open Molecules 2025 dataset describes a cluster of 7 separate species, H14O7 in total in a non-equilibrium geometry. The level of theory is ωB97M-V with the def2-TZVPD basis set.

```
! wB97M-V def2-TZVPD RIJCOSX def2/J DEFGRID3
* xyz 0 1
O -1.34 2.91 -0.02
H -1.02 2.20 0.54
H -1.05 3.71 0.40
O -1.90 -2.40 -0.45
H -2.77 -2.70 -0.72
H -2.18 -1.63 0.07
O 1.80 -1.34 0.38
H 2.35 -2.15 0.46
H 1.97 -1.04 -0.54
O 2.28 2.24 -1.15
H 2.17 1.30 -1.07
H 3.08 2.31 -1.73
O -0.37 0.89 -2.25
H 0.46 0.51 -2.52
H -0.41 0.97 -1.31
O -0.39 0.27 0.45
H 0.34 -0.29 0.50
H -0.73 -0.18 1.21
O -0.92 -1.52 2.46
H -0.28 -2.09 2.02
H -1.09 -1.97 3.27
*
```

HOMO ... -10.1499 eV
Max |F| ... 3.789 eV/A
ΔE to the lowest compared entry with this formula, charge and spin ... 236.16 kJ/mol
Orbital gap ... 0.36872 Eh

Record 8
This record from the Open Molecules 2025 dataset describes a structure of composition C3H7O2S in a non-equilibrium geometry. The level of theory is ωB97M-V with the def2-TZVPD basis set.

```
! wB97M-V def2-TZVPD RIJCOSX def2/J DEFGRID3
* xyz 0 2
C -0.01 0.17 1.27
C 0.15 1.54 0.62
S -0.23 1.74 -1.13
H 0.68 -0.54 0.82
H -1.03 -0.20 1.21
H 0.18 0.27 2.34
H -0.43 2.26 1.21
H 1.15 1.99 0.75
H -0.56 0.14 -1.23
O -0.06 -2.72 -0.59
C 0.04 -1.82 -1.38
O -0.79 -0.89 -1.79
H 0.91 -1.95 -2.09
*
```

HOMO (spin up / spin down) ... -9.5342 / -9.5144 eV
Max |F| ... 3.451 eV/A
ΔE to the lowest compared entry with this formula, charge and spin ... 132.67 kJ/mol
Orbital gap (spin up / spin down) ... 0.36520 / 0.22637 Eh

Record 9
This record from the Open Molecules 2025 dataset describes a cluster of 3 separate species, C11H30BN2O6P in total in a non-equilibrium geometry. The level of theory is ωB97M-V with the def2-TZVPD basis set.

```
! wB97M-V def2-TZVPD RIJCOSX def2/J DEFGRID3
* xyz 0 1
O 0.17 0.50 -0.11
P 1.25 -0.13 -1.10
O 2.76 -0.23 -0.18
O 1.47 0.93 -2.51
B 0.67 -1.89 -1.71
C -0.80 -2.08 -2.42
C -2.03 -1.58 -1.23
C -2.71 -0.01 -1.53
O -3.49 -1.44 -1.79
H 2.99 0.73 0.10
H 0.51 1.15 -2.78
H 1.37 -2.85 -1.55
H -0.99 -1.34 -3.34
H -1.05 -3.19 -2.69
H -1.85 -1.92 -0.04
H -2.97 0.49 -0.51
H -2.54 0.51 -2.56
C -1.93 4.65 -2.77
O -2.11 4.29 -1.41
C -0.91 3.91 -0.73
C -0.03 5.10 -0.26
C 0.74 5.78 -1.39
N -0.83 6.11 0.44
H -1.15 4.05 -3.25
H -1.70 5.71 -2.85
H -2.87 4.47 -3.29
H -1.23 3.36 0.16
H -0.33 3.20 -1.34
H 0.71 4.70 0.44
H 0.11 6.44 -2.00
H 1.55 6.40 -0.98
H 1.20 5.03 -2.06
H -1.26 5.68 1.26
H -1.63 6.34 -0.16
C 0.63 -4.43 4.69
O 1.64 -3.63 4.09
C 2.29 -4.26 2.98
C 1.51 -4.20 1.65
C 0.34 -5.17 1.59
N 1.01 -2.84 1.38
H 0.88 -5.49 4.68
H -0.33 -4.26 4.20
H 0.52 -4.11 5.73
H 3.23 -3.70 2.84
H 2.59 -5.28 3.23
H 2.20 -4.47 0.85
H -0.53 -4.83 2.15
H 0.00 -5.30 0.55
H 0.62 -6.16 1.97
H 1.81 -2.21 1.32
H 0.52 -2.52 2.22
*
```

HOMO ... -9.1392 eV
Max |F| ... 5.551 eV/A
Orbital gap ... 0.30199 Eh

Record 10
This record from the Open Molecules 2025 dataset describes a cluster of 3 separate species, C20H44FNO11S3 in total in a non-equilibrium geometry. The level of theory is ωB97M-V with the def2-TZVPD basis set.

```
! wB97M-V def2-TZVPD RIJCOSX def2/J DEFGRID3
* xyz 0 1
C -2.40 -2.64 4.46
C -3.43 -2.65 3.33
C -2.83 -2.87 1.94
C -1.61 -2.00 1.63
C -1.08 -2.23 0.21
C -1.88 -1.47 -0.88
C -0.98 -0.62 -1.77
C -1.72 0.23 -2.82
C -1.69 1.74 -2.52
C -2.56 2.32 -1.41
C -2.21 3.84 -1.32
O -0.88 4.02 -0.92
C -0.63 4.42 0.43
C 0.80 4.93 0.50
O -2.28 1.70 -0.12
S -3.46 1.99 0.90
O -3.15 3.05 1.80
O -3.87 0.72 1.41
O -4.51 2.53 -0.15
C -4.09 2.18 -1.50
N -4.62 0.94 -1.90
F -4.60 3.11 -2.30
H -2.89 -2.59 5.43
H -1.79 -3.56 4.44
H -1.72 -1.79 4.39
H -3.99 -1.71 3.35
H -4.16 -3.44 3.54
H -2.55 -3.93 1.84
H -3.60 -2.68 1.18
H -1.89 -0.95 1.78
H -0.80 -2.22 2.33
H -0.05 -1.87 0.18
H -1.04 -3.29 -0.02
H -2.63 -0.85 -0.38
H -2.42 -2.20 -1.49
H -0.37 0.02 -1.13
H -0.31 -1.31 -2.30
H -2.74 -0.13 -2.97
H -1.22 0.11 -3.78
H -0.67 1.99 -2.24
H -1.96 2.30 -3.42
H -2.93 4.40 -0.72
H -2.27 4.23 -2.34
H -0.76 3.56 1.10
H -1.36 5.18 0.73
H 1.29 4.56 1.41
H 0.85 6.02 0.49
H 1.36 4.54 -0.35
H -5.60 1.02 -2.13
H -4.46 0.21 -1.21
C 5.35 -0.67 -3.26
C 4.65 0.30 -4.19
O 3.77 -0.37 -5.12
S 2.37 -0.86 -4.57
C 1.60 -1.17 -6.12
O 1.72 0.25 -3.92
O 2.52 -2.09 -3.86
H 4.65 -1.13 -2.56
H 6.10 -0.13 -2.68
H 5.84 -1.46 -3.82
H 4.09 1.05 -3.64
H 5.37 0.81 -4.83
H 1.51 -0.23 -6.66
H 0.61 -1.58 -5.90
H 2.19 -1.89 -6.67
C 4.89 -3.04 3.87
C 3.96 -2.47 4.91
O 3.68 -1.06 4.70
S 2.63 -0.70 3.56
C 2.36 0.97 4.02
O 1.43 -1.46 3.79
O 3.27 -0.75 2.28
H 4.42 -3.08 2.89
H 5.18 -4.05 4.16
H 5.79 -2.43 3.78
H 3.02 -3.01 4.96
H 4.41 -2.50 5.90
H 1.91 1.00 5.01
H 1.69 1.40 3.28
H 3.32 1.49 4.01
*
```

HOMO ... -9.8365 eV
Max |F| ... 1.104 eV/A
Orbital gap ... 0.38092 Eh

> Among the records above, which one has the highest max |F|?

C11H30BN2O6P